(1)
The following is a quantum chemistry calculation of a single C17H16Cl2N4O molecule at a distorted geometry, from the Open Molecules 2025 dataset.

Values from the calculation:
HOMO energy = -8.6 eV
Largest force on an atom = 0.0687 hartree/bohr
Gap between HOMO and LUMO = 8.59 eV
Total energy = -1872.0137 a.u.
M = 363.25 g mol⁻¹

Structure (ORCA input):
```
! wB97M-V def2-TZVPD RIJCOSX def2/J DEFGRID3
* xyz 0 1
N -2.003 -1.363 2.812
O -2.550 0.045 -2.651
Cl 4.428 -4.392 -0.491
Cl 2.586 -3.761 -3.058
C -1.502 -0.703 2.000
C -1.900 0.095 -1.604
C -0.764 -0.827 -1.281
C -0.290 -0.897 -0.042
C 2.531 -3.154 0.911
C 1.465 -2.331 1.079
C 2.855 -3.675 -0.324
C 2.094 -3.397 -1.449
C 0.728 -1.929 0.047
C 1.000 -2.393 -1.250
N 0.047 -1.698 -2.025
N -0.040 3.598 1.837
N -2.188 1.121 -0.781
C 0.278 -1.643 -3.505
C -0.726 0.028 1.010
C 0.759 2.844 0.827
C -1.122 2.652 2.457
C -0.166 2.263 -0.202
C -2.089 2.291 1.380
C -1.358 1.379 0.391
H 3.008 -3.455 1.811
H 1.293 -1.960 2.045
H 0.552 4.035 2.538
H -2.984 1.677 -0.993
H -0.503 -1.107 -4.014
H 1.226 -1.142 -3.639
H 0.246 -2.632 -3.910
H 0.221 0.354 1.485
H 1.378 2.116 1.384
H 1.430 3.489 0.238
H -1.736 3.159 3.097
H -0.695 1.746 2.969
H 0.403 1.576 -0.849
H -0.495 3.116 -0.853
H -2.947 1.775 1.872
H -2.468 3.100 0.731
*
```


(2)
The following is a quantum chemistry calculation of a molecular structure, C17H16Cl3N2O5RhS2Si at a distorted geometry, from the Open Molecules 2025 dataset.

Values from the calculation:
HOMO energy (spin up / spin down) = -8.6 / -8.6 eV
Largest force on an atom = 0.0234 hartree/bohr
Gap between HOMO and LUMO (spin up / spin down) = 7.40 / 7.40 eV
Total energy = -3720.1598 a.u.
M = 629.81 g mol⁻¹

Structure (ORCA input):
```
! wB97M-V def2-TZVPD RIJCOSX def2/J DEFGRID3
* xyz 0 1
Rh 0.472 0.453 0.153
C 3.435 -2.075 -4.130
Si 2.814 -3.386 -2.931
C 4.068 -3.679 -1.560
C 2.446 -4.994 -3.842
C 1.187 -2.786 -2.163
C -0.014 -3.477 -2.282
C -1.200 -3.038 -1.696
C -1.198 -1.860 -0.977
N -0.051 -1.190 -0.882
C 1.116 -1.603 -1.425
S 2.321 -0.376 -0.936
H 4.369 -2.394 -4.597
H 3.620 -1.123 -3.632
H 2.707 -1.898 -4.923
H 5.008 -4.043 -1.977
H 3.702 -4.426 -0.854
H 4.277 -2.767 -1.001
H 3.361 -5.374 -4.299
H 1.717 -4.856 -4.641
H 2.074 -5.769 -3.169
H -0.041 -4.404 -2.841
H -2.112 -3.611 -1.789
H -2.059 -1.436 -0.481
Cl -0.559 4.981 -0.435
C -1.150 3.736 -1.542
Cl -0.415 3.940 -3.140
Cl -2.898 3.831 -1.677
C -0.717 2.365 -0.988
O 0.548 2.213 -0.826
O -1.537 1.479 -0.734
O 1.493 1.418 1.982
C 0.846 0.578 2.620
N 0.129 -0.334 1.912
S -0.769 -1.366 2.839
O -0.289 -2.710 2.720
O -2.165 -1.117 2.636
C -0.193 -0.626 4.351
C -0.537 -0.978 5.636
C 0.043 -0.251 6.670
C 0.931 0.788 6.414
C 1.266 1.135 5.111
C 0.689 0.409 4.083
H -1.227 -1.785 5.840
H -0.201 -0.496 7.695
H 1.362 1.332 7.242
H 1.951 1.941 4.891
*
```


(3)
The following is a quantum chemistry calculation of a molecular structure, C17H16F3N3SSe2V at a distorted geometry, from the Open Molecules 2025 dataset.

Values from the calculation:
HOMO energy (spin up / spin down) = -14.5 / -14.6 eV
Largest force on an atom = 0.0338 hartree/bohr
Gap between HOMO and LUMO (spin up / spin down) = 6.06 / 7.10 eV
Total energy = -7265.7878 a.u.
M = 560.26 g mol⁻¹

Structure (ORCA input):
```
! wB97M-V def2-TZVPD RIJCOSX def2/J DEFGRID3
* xyz 2 2
V -0.752 -0.006 0.135
F 2.168 -3.146 -3.749
C 2.175 -3.109 -2.421
F 3.018 -2.146 -2.030
F 2.654 -4.276 -1.969
C 0.772 -2.911 -1.878
C -0.139 -3.949 -2.051
C -1.423 -3.862 -1.523
C -1.768 -2.728 -0.827
N -0.893 -1.724 -0.660
C 0.362 -1.782 -1.174
S 1.265 -0.327 -0.809
H 0.172 -4.830 -2.600
H -2.134 -4.665 -1.639
H -2.748 -2.609 -0.382
Se -1.188 2.156 0.028
C -2.270 3.303 -1.038
C -1.663 4.160 -1.949
C -2.457 5.067 -2.630
C -3.824 5.118 -2.389
C -4.414 4.251 -1.477
C -3.639 3.335 -0.788
H -0.595 4.122 -2.120
H -2.006 5.744 -3.342
H -4.433 5.845 -2.909
H -5.478 4.295 -1.295
H -4.084 2.665 -0.064
C 1.558 -2.927 2.488
N 2.090 -1.582 2.650
C 3.405 -1.256 2.848
C 3.470 0.096 2.941
N 2.196 0.578 2.803
C 1.816 1.981 2.847
C 1.361 -0.456 2.610
Se -0.528 -0.378 2.440
H 2.381 -3.629 2.396
H 0.943 -2.976 1.591
H 0.950 -3.206 3.347
H 4.184 -1.995 2.915
H 4.318 0.739 3.102
H 2.709 2.586 2.972
H 1.143 2.169 3.681
H 1.325 2.267 1.920
*
```


(4)
The following is a quantum chemistry calculation of a molecular structure, C17H16F7IN6ReS4Sb, from the Open Molecules 2025 dataset.

Values from the calculation:
HOMO energy (spin up / spin down) = -8.5 / -8.0 eV
Largest force on an atom = 0.0110 hartree/bohr
Gap between HOMO and LUMO (spin up / spin down) = 7.18 / 6.35 eV
Total energy = -3894.1514 a.u.
M = 1000.48 g mol⁻¹

Structure (ORCA input):
```
! wB97M-V def2-TZVPD RIJCOSX def2/J DEFGRID3
* xyz 0 3
Re -0.152 1.252 1.888
C -1.127 3.916 -1.440
C -0.816 3.258 -0.145
N -0.448 2.012 -0.028
N -0.269 1.268 -1.161
C 0.002 0.024 -0.985
N 0.188 -0.817 -2.001
S 0.223 -0.719 0.685
C -0.962 3.975 1.127
C -1.407 5.285 1.229
C -1.573 5.842 2.487
C -1.296 5.083 3.615
C -0.854 3.784 3.447
N -0.684 3.252 2.235
H -0.775 3.308 -2.266
H -0.673 4.907 -1.493
H -2.213 4.032 -1.521
H 0.052 -0.469 -2.939
H 0.430 -1.781 -1.838
H -1.650 5.846 0.338
H -1.933 6.859 2.588
H -1.425 5.478 4.612
H -0.640 3.128 4.283
S 1.041 -7.270 -0.208
C 0.540 -5.708 -0.224
S -0.703 -5.074 0.857
C -0.484 -3.499 0.163
N 0.388 -3.450 -0.775
N 0.974 -4.661 -0.992
C 2.040 -4.685 -1.947
C 3.017 -3.704 -1.844
C 4.049 -3.679 -2.769
C 4.105 -4.628 -3.778
C 3.123 -5.604 -3.871
C 2.079 -5.637 -2.958
S -1.377 -2.094 0.700
H 2.968 -2.972 -1.045
H 4.816 -2.917 -2.692
H 4.917 -4.608 -4.495
H 3.163 -6.345 -4.661
H 1.313 -6.392 -3.021
F 0.165 0.755 3.711
F -2.902 0.476 0.058
Sb -4.012 0.886 1.566
F -3.726 2.732 1.145
F -5.582 0.838 0.530
F -4.923 1.366 3.140
F -4.076 -0.959 1.966
F -2.331 0.971 2.605
I 3.173 1.009 0.156
C 1.865 1.791 1.717
H 2.022 2.866 1.613
H 2.359 1.474 2.635
*
```


(5)
The following is a quantum chemistry calculation of a single C17H16FN3O4S molecule at a distorted geometry, from the Open Molecules 2025 dataset.

Values from the calculation:
HOMO energy = -8.0 eV
Largest force on an atom = 0.0219 hartree/bohr
Gap between HOMO and LUMO = 8.28 eV
Total energy = -1620.7135 a.u.
M = 377.40 g mol⁻¹

Structure (ORCA input):
```
! wB97M-V def2-TZVPD RIJCOSX def2/J DEFGRID3
* xyz 0 1
O -7.211 -2.577 0.334
C -6.321 -1.789 0.249
N -6.115 -0.869 -0.764
C -4.978 -0.141 -0.502
C -4.333 0.883 -1.171
C -3.178 1.385 -0.589
C -2.707 0.877 0.609
C -3.342 -0.148 1.295
C -4.487 -0.647 0.714
O -5.309 -1.642 1.151
H -2.950 -0.505 2.232
S -1.198 1.579 1.272
O -0.952 1.021 2.570
O -1.241 3.002 1.127
N -0.096 0.994 0.142
C 0.218 -0.406 0.338
H -0.723 -0.953 0.410
C 1.035 -0.887 -0.869
N 2.227 -0.097 -1.072
C 3.419 -0.434 -0.436
C 3.509 -1.450 0.521
C 4.724 -1.807 1.075
C 5.869 -1.145 0.680
C 5.820 -0.140 -0.268
C 4.605 0.203 -0.822
H 4.583 0.965 -1.585
H 6.729 0.356 -0.572
F 7.059 -1.487 1.225
H 4.784 -2.589 1.815
H 2.628 -1.972 0.857
C 1.879 1.300 -1.237
H 2.772 1.907 -1.365
C 1.098 1.802 -0.016
H 0.774 2.835 -0.143
H 1.737 1.736 0.878
H 1.252 1.393 -2.129
H 1.297 -1.939 -0.768
H 0.416 -0.770 -1.765
H 0.779 -0.545 1.273
H -2.629 2.191 -1.047
H -4.713 1.274 -2.101
H -6.733 -0.767 -1.551
*
```


> What is the largest force on an atom in the fifth record?

0.0219 hartree/bohr


Repeat the fifth record exactly.
The following is a quantum chemistry calculation of a single C17H16FN3O4S molecule at a distorted geometry, from the Open Molecules 2025 dataset.

Values from the calculation:
HOMO energy = -8.0 eV
Largest force on an atom = 0.0219 hartree/bohr
Gap between HOMO and LUMO = 8.28 eV
Total energy = -1620.7135 a.u.
M = 377.40 g mol⁻¹

Structure (ORCA input):
```
! wB97M-V def2-TZVPD RIJCOSX def2/J DEFGRID3
* xyz 0 1
O -7.211 -2.577 0.334
C -6.321 -1.789 0.249
N -6.115 -0.869 -0.764
C -4.978 -0.141 -0.502
C -4.333 0.883 -1.171
C -3.178 1.385 -0.589
C -2.707 0.877 0.609
C -3.342 -0.148 1.295
C -4.487 -0.647 0.714
O -5.309 -1.642 1.151
H -2.950 -0.505 2.232
S -1.198 1.579 1.272
O -0.952 1.021 2.570
O -1.241 3.002 1.127
N -0.096 0.994 0.142
C 0.218 -0.406 0.338
H -0.723 -0.953 0.410
C 1.035 -0.887 -0.869
N 2.227 -0.097 -1.072
C 3.419 -0.434 -0.436
C 3.509 -1.450 0.521
C 4.724 -1.807 1.075
C 5.869 -1.145 0.680
C 5.820 -0.140 -0.268
C 4.605 0.203 -0.822
H 4.583 0.965 -1.585
H 6.729 0.356 -0.572
F 7.059 -1.487 1.225
H 4.784 -2.589 1.815
H 2.628 -1.972 0.857
C 1.879 1.300 -1.237
H 2.772 1.907 -1.365
C 1.098 1.802 -0.016
H 0.774 2.835 -0.143
H 1.737 1.736 0.878
H 1.252 1.393 -2.129
H 1.297 -1.939 -0.768
H 0.416 -0.770 -1.765
H 0.779 -0.545 1.273
H -2.629 2.191 -1.047
H -4.713 1.274 -2.101
H -6.733 -0.767 -1.551
*
```